# 1
ORCA calculation (ωB97M-V/def2-TZVPD) on C51H41F9N4O8P2S5Ti as an isolated structure at a distorted geometry.

The geometry in XYZ format:
```
121
Properties=species:S:1:pos:R:3
Ti -0.36 -1.01 1.51
S 5.63 4.24 -1.71
N 5.63 2.69 -1.26
C 4.48 2.45 -0.66
C 4.09 1.20 -0.06
C 4.91 0.07 -0.07
C 4.50 -1.05 0.60
C 3.26 -1.04 1.22
N 2.44 0.01 1.22
C 2.85 1.14 0.61
C 2.01 2.34 0.73
N 0.94 2.25 1.51
C 0.18 3.32 1.67
C 0.43 4.54 1.04
C 1.55 4.66 0.26
C 2.38 3.55 0.11
C 3.63 3.60 -0.60
N 4.17 4.66 -1.16
H 5.86 0.12 -0.58
H 5.12 -1.93 0.65
H 2.90 -1.91 1.76
H -0.68 3.21 2.32
H -0.25 5.37 1.18
H 1.81 5.58 -0.24
O -6.76 1.07 2.34
C -5.67 0.66 2.04
S -5.13 -1.00 2.35
C -3.53 -0.82 1.64
C -3.20 0.39 1.16
S -1.67 0.73 0.41
S -4.41 1.65 1.27
S -2.44 -2.15 1.55
C -2.79 -0.98 5.58
C -2.18 -2.37 5.46
C -3.21 -3.37 4.97
C -1.56 -2.82 6.78
O -1.12 -2.38 4.44
P -0.18 -1.22 4.00
O 0.83 -1.79 3.03
O -0.88 -0.14 3.14
O 0.38 -0.67 5.37
C 1.20 0.53 5.56
C 2.13 0.75 4.37
C 2.00 0.27 6.83
C 0.26 1.72 5.73
H -3.64 -1.00 6.26
H -3.13 -0.64 4.60
H -2.06 -0.27 5.96
H -3.98 -3.53 5.73
H -2.73 -4.32 4.74
H -3.69 -3.01 4.06
H -2.34 -2.91 7.54
H -0.82 -2.10 7.10
H -1.08 -3.79 6.65
H 2.73 -0.15 4.20
H 2.80 1.58 4.58
H 1.56 0.97 3.47
H 2.67 -0.58 6.68
H 1.33 0.05 7.66
H 2.59 1.15 7.07
H -0.38 1.82 4.85
H 0.85 2.63 5.86
H -0.37 1.59 6.61
F 2.52 2.78 -8.22
C 1.97 1.54 -8.12
F 1.08 1.43 -9.11
F 2.97 0.67 -8.38
C 1.37 1.31 -6.76
C 2.20 1.38 -5.65
C 1.67 1.17 -4.39
C 0.32 0.88 -4.23
C -0.50 0.82 -5.35
C 0.02 1.03 -6.62
P -0.35 0.61 -2.52
C -1.60 1.96 -2.66
C -2.95 1.84 -2.96
C -3.76 2.96 -2.98
C -3.23 4.21 -2.71
C -1.87 4.35 -2.44
C -1.07 3.22 -2.42
C -4.07 5.44 -2.70
F -3.81 6.24 -3.76
F -5.39 5.19 -2.72
F -3.84 6.20 -1.60
C -1.22 -0.98 -2.85
C -2.38 -1.38 -2.18
C -2.87 -2.67 -2.32
C -2.21 -3.57 -3.14
C -1.05 -3.20 -3.80
C -0.55 -1.92 -3.64
C -2.80 -4.93 -3.37
F -1.88 -5.83 -3.78
F -3.38 -5.44 -2.27
F -3.75 -4.90 -4.33
H 3.26 1.60 -5.77
H 2.31 1.21 -3.52
H -1.55 0.60 -5.24
H -0.62 0.98 -7.49
H -3.38 0.87 -3.16
H -4.82 2.87 -3.21
H -1.45 5.33 -2.26
H -0.01 3.32 -2.20
H -2.90 -0.69 -1.54
H -3.76 -2.97 -1.79
H -0.53 -3.91 -4.43
H 0.37 -1.65 -4.14
O 2.50 -1.21 -1.96
C 2.53 -2.54 -1.73
C 3.49 -3.28 -2.41
C 3.59 -4.64 -2.21
C 2.72 -5.30 -1.34
C 1.76 -4.58 -0.67
C 1.65 -3.20 -0.85
C 0.68 -2.46 -0.04
O 0.00 -3.01 0.85
O 0.50 -1.18 -0.19
H 1.78 -0.81 -1.43
H 4.17 -2.75 -3.07
H 4.35 -5.20 -2.74
H 2.81 -6.37 -1.19
H 1.09 -5.06 0.03
```

The orbital gap comes out at 6.612 eV. As for the charge: 0. The calculation puts the LUMO energy at -0.94 eV.

Atomic partial charges in e from the Mulliken method, atoms 1 to 6: number 1, Ti, carries -0.60; number 2, S, carries 0.10; number 3, N, carries -0.73; number 4, C, carries 1.01; number 5, C, carries 0.64; number 6, C, carries -0.77


# 2
ORCA calculation (ωB97M-V/def2-TZVPD) on C51H41InN10OP3 as an isolated structure.

The geometry in XYZ format:
```
107
Properties=species:S:1:pos:R:3
In -0.40 0.43 0.14
C 1.19 -0.73 2.89
P -0.47 0.19 2.95
C -0.27 0.81 4.66
C -0.34 -0.08 5.73
C -0.07 0.34 7.02
C 0.28 1.67 7.25
C 0.35 2.56 6.20
C 0.07 2.14 4.90
C -2.04 -0.77 3.07
C -3.03 -0.18 3.86
C -4.37 -0.44 3.64
C -4.75 -1.24 2.59
C -3.79 -1.85 1.80
C -2.44 -1.66 2.05
C 2.07 0.09 2.00
C 3.37 0.53 2.18
C 3.68 1.37 1.07
C 2.56 1.41 0.27
C 2.17 2.29 -0.88
P 0.63 3.13 -0.25
C -0.17 4.04 -1.61
C 0.15 3.90 -2.95
C -0.65 4.48 -3.92
C -1.76 5.22 -3.56
C -2.09 5.37 -2.22
C -1.30 4.77 -1.25
C 1.45 4.47 0.70
C 1.92 4.13 1.97
C 2.62 5.06 2.72
C 2.84 6.33 2.23
C 2.36 6.68 0.97
C 1.67 5.75 0.21
N 1.60 0.60 0.82
H 1.09 -1.74 2.52
H 1.61 -0.78 3.89
H -0.61 -1.12 5.53
H -0.13 -0.36 7.84
H 0.50 1.99 8.26
H 0.61 3.59 6.39
H 0.12 2.84 4.08
H -2.74 0.51 4.64
H -5.11 0.05 4.26
H -5.80 -1.39 2.37
H -4.09 -2.45 0.95
H -0.47 -2.30 1.84
H 4.03 0.31 3.00
H 4.61 1.89 0.91
H 1.91 1.69 -1.76
H 2.95 3.00 -1.13
H 1.02 3.32 -3.24
H -0.41 4.33 -4.97
H -2.38 5.68 -4.32
H -2.97 5.93 -1.93
H -1.57 4.86 -0.20
H 1.74 3.13 2.35
H 2.99 4.78 3.70
H 3.39 7.06 2.81
H 2.53 7.68 0.58
H 1.30 6.03 -0.78
N -2.88 1.39 -2.07
C -1.68 1.02 -2.63
N -1.48 0.95 -3.93
N -0.20 0.57 -4.06
N 0.35 0.41 -2.91
N -0.57 0.69 -1.95
C -3.08 1.73 -0.75
N -4.15 2.38 -0.31
N -3.95 2.50 1.01
N -2.84 1.96 1.36
N -2.25 1.45 0.26
H -3.59 1.70 -2.72
O -1.12 -1.49 0.05
C -1.36 -2.28 1.19
C -1.48 -3.72 0.71
C -2.58 -4.55 0.91
C -2.60 -5.83 0.37
C -1.53 -6.31 -0.35
C -0.40 -5.52 -0.51
C -0.36 -4.23 0.01
P 1.19 -3.23 -0.03
C 2.23 -4.49 0.87
C 1.73 -4.88 2.12
C 2.48 -5.66 2.99
C 3.76 -6.06 2.63
C 4.25 -5.71 1.39
C 3.50 -4.93 0.52
C 1.82 -3.39 -1.74
C 3.11 -2.89 -1.94
C 3.73 -2.99 -3.18
C 3.05 -3.57 -4.24
C 1.74 -3.98 -4.08
C 1.12 -3.88 -2.84
H -3.42 -4.21 1.50
H -3.48 -6.45 0.53
H -1.56 -7.31 -0.78
H 0.47 -5.92 -1.02
H 0.73 -4.58 2.42
H 2.06 -5.95 3.94
H 4.35 -6.66 3.31
H 5.24 -6.04 1.09
H 3.91 -4.69 -0.45
H 3.62 -2.40 -1.12
H 4.74 -2.61 -3.31
H 3.54 -3.67 -5.21
H 1.19 -4.39 -4.92
H 0.09 -4.17 -2.73
```

The orbital gap comes out at 7.504 eV. As for the charge: -1. The calculation puts the LUMO energy at 2.39 eV.

Atomic partial charges in e from the Mulliken method, atoms 1 to 6: number 1, In, carries 1.28; number 2, C, carries -0.51; number 3, P, carries 0.72; number 4, C, carries -0.11; number 5, C, carries -0.36; number 6, C, carries -0.77


# 3
ORCA calculation (ωB97M-V/def2-TZVPD) on C51H42BrN7O4SSiV as an isolated structure.

The geometry in XYZ format:
```
108
Properties=species:S:1:pos:R:3
V -0.09 0.03 -0.17
C -0.91 -2.94 2.83
C -1.24 -1.82 1.86
O -0.22 -1.33 1.25
C -2.54 -1.41 1.71
C -2.97 -0.31 0.89
C -4.43 0.04 0.91
N -2.15 0.37 0.15
N -2.70 1.44 -0.54
C -1.76 2.05 -1.20
O -0.53 1.71 -1.22
C -2.15 3.27 -1.97
C -3.49 3.56 -2.26
C -3.82 4.70 -2.96
C -2.82 5.58 -3.38
C -1.49 5.30 -3.10
C -1.16 4.15 -2.40
H -0.49 -2.51 3.74
H -0.14 -3.57 2.39
H -1.78 -3.54 3.08
H -3.30 -1.93 2.27
H -4.98 -0.60 1.60
H -4.86 -0.06 -0.09
H -4.57 1.08 1.20
H -4.24 2.86 -1.92
H -4.86 4.91 -3.19
H -3.08 6.47 -3.94
H -0.71 5.97 -3.43
H -0.13 3.90 -2.17
Br -5.59 0.64 5.81
C -3.82 1.17 6.23
C -3.62 2.18 7.16
C -2.32 2.57 7.45
C -1.23 1.99 6.80
C -1.46 0.95 5.90
C -2.75 0.54 5.61
N 0.05 2.42 7.22
N 1.02 2.59 6.46
C 0.97 2.42 5.06
C 2.14 1.91 4.51
C 2.21 1.47 3.20
C 1.10 1.52 2.34
O 1.14 1.02 1.18
C -0.07 2.25 2.85
N -1.06 2.49 1.97
C -2.11 3.17 2.35
C -2.24 3.71 3.64
C -1.24 3.48 4.55
C -0.13 2.70 4.19
H -4.46 2.65 7.65
H -2.13 3.35 8.18
H -0.62 0.48 5.40
H -2.93 -0.24 4.89
H 2.99 1.80 5.17
H 3.12 1.03 2.81
H -2.89 3.31 1.61
H -3.10 4.31 3.90
H -1.30 3.90 5.55
N -2.72 -3.39 -5.91
C -2.45 -3.97 -4.66
S -2.65 -5.66 -4.51
C -2.03 -3.10 -3.63
C -1.93 -1.69 -3.80
C -1.40 -0.90 -2.82
N -0.97 -1.36 -1.63
C -1.10 -2.69 -1.43
C -1.62 -3.56 -2.35
H -2.76 -4.10 -6.63
H -2.08 -2.64 -6.16
H -2.28 -1.21 -4.71
H -1.30 0.17 -2.97
H -0.76 -3.05 -0.47
H -1.67 -4.62 -2.13
O 1.51 -0.24 -1.20
Si 2.71 -1.09 -1.78
C 2.24 -2.69 -2.66
C 2.38 -3.94 -2.06
C 1.92 -5.09 -2.67
C 1.29 -5.02 -3.91
C 1.15 -3.79 -4.53
C 1.62 -2.64 -3.91
C 3.65 -0.02 -3.02
C 4.49 -0.54 -4.01
C 5.18 0.29 -4.88
C 5.04 1.67 -4.77
C 4.20 2.21 -3.80
C 3.51 1.36 -2.94
C 3.91 -1.58 -0.39
C 5.16 -2.13 -0.66
C 6.02 -2.50 0.37
C 5.63 -2.33 1.69
C 4.38 -1.78 1.97
C 3.53 -1.41 0.94
H 2.85 -4.01 -1.08
H 2.02 -6.05 -2.17
H 0.87 -5.90 -4.37
H 0.63 -3.72 -5.48
H 1.48 -1.68 -4.40
H 4.58 -1.62 -4.12
H 5.82 -0.13 -5.64
H 5.58 2.33 -5.45
H 4.08 3.28 -3.72
H 2.84 1.77 -2.19
H 5.48 -2.27 -1.69
H 6.99 -2.93 0.14
H 6.29 -2.63 2.50
H 4.07 -1.65 3.00
H 2.57 -0.96 1.17
```

The expectation value of S² is 3.77. The orbital gap (alpha / beta) comes out at 4.225 / 6.427 eV. As for the charge: -2. The calculation puts the LUMO energy (alpha / beta) at 3.56 / 3.56 eV. Its spin multiplicity is 4.

Atomic partial charges in e from the Mulliken method, atoms 1 to 6: number 1, V, carries 1.15; number 2, C, carries -2.02; number 3, C, carries 0.53; number 4, O, carries -0.24; number 5, C, carries -1.36; number 6, C, carries 0.94


# 4
ORCA calculation (ωB97M-V/def2-TZVPD) on C51H43BF9N8OPRbSe4 as an isolated structure at a distorted geometry.

The geometry in XYZ format:
```
119
Properties=species:S:1:pos:R:3
Rb 0.23 -0.45 0.25
C 1.22 0.83 6.74
C 1.67 0.94 5.33
C 2.95 1.22 4.89
C 2.84 1.32 3.49
N 1.58 1.07 3.13
N 0.88 0.84 4.24
B -0.65 0.61 4.26
N -1.34 1.64 3.36
N -1.36 1.57 2.04
C -2.10 2.60 1.58
C -2.56 3.35 2.68
C -2.05 2.72 3.79
C -2.23 3.12 5.22
C -2.41 2.76 0.19
C -1.57 2.06 -0.77
C -3.10 1.89 -2.64
C -3.95 2.93 -2.48
C -4.03 3.83 -1.39
C -3.38 3.70 -0.19
N -1.01 -0.83 3.82
N -1.01 -1.20 2.54
C -1.45 -2.45 2.48
C -1.74 -2.91 3.78
C -1.45 -1.84 4.60
C -1.59 -1.78 6.08
C -1.64 -3.16 1.22
C -2.06 -2.49 0.07
C -2.27 -3.18 -1.12
C -2.08 -4.55 -1.18
C -1.67 -5.23 -0.04
C -1.46 -4.54 1.15
C 3.92 1.72 2.60
C 5.23 1.33 2.88
C 6.27 1.80 2.11
C 6.04 2.65 1.05
C 4.74 3.03 0.76
C 3.68 2.57 1.53
H 2.08 0.91 7.40
H 0.71 -0.11 6.92
H 0.53 1.64 6.98
H 3.82 1.38 5.50
H -1.04 0.76 5.37
H -3.16 4.24 2.68
H -2.80 4.05 5.25
H -1.27 3.29 5.70
H -2.78 2.37 5.78
H -0.02 2.22 0.32
H -3.20 1.23 -3.49
H -4.70 3.03 -3.25
H -4.75 4.63 -1.49
H -3.68 4.39 0.59
H -2.12 -3.86 4.08
H -2.10 -2.68 6.43
H -2.17 -0.91 6.39
H -0.62 -1.73 6.56
H -2.26 -1.42 0.12
H -2.61 -2.64 -2.00
H -2.23 -5.08 -2.10
H -1.52 -6.30 -0.07
H -1.14 -5.08 2.03
H 5.41 0.66 3.71
H 7.28 1.49 2.34
H 6.86 3.03 0.46
H 4.56 3.71 -0.06
H 2.67 2.90 1.34
Se 1.51 -1.71 -5.09
Se 0.92 -5.26 -3.39
Se 1.11 -3.66 -1.89
Se 1.33 -1.52 -2.90
O -1.99 1.52 -1.93
N -0.32 1.87 -0.59
N 2.23 -2.23 1.49
H 2.08 -3.23 1.54
H 1.54 -1.79 2.09
H 3.14 -2.04 1.91
F 3.35 3.84 -9.40
C 3.39 4.58 -8.29
F 4.68 4.94 -8.11
F 2.74 5.74 -8.57
C 2.82 3.91 -7.07
C 2.86 4.62 -5.88
C 2.38 4.04 -4.73
C 1.85 2.75 -4.74
C 1.80 2.05 -5.95
C 2.30 2.62 -7.11
P 1.24 1.96 -3.19
C 2.87 1.47 -2.50
C 2.87 0.86 -1.25
C 4.02 0.31 -0.72
C 5.20 0.37 -1.45
C 5.22 0.99 -2.69
C 4.06 1.53 -3.22
C 6.45 -0.28 -0.94
F 7.55 0.47 -1.18
F 6.69 -1.47 -1.51
F 6.45 -0.51 0.38
C 0.88 3.51 -2.28
C 1.60 3.93 -1.17
C 1.14 4.97 -0.38
C -0.05 5.60 -0.71
C -0.75 5.24 -1.86
C -0.28 4.20 -2.64
C -0.54 6.71 0.17
F -1.85 6.96 0.05
F 0.09 7.88 -0.10
F -0.32 6.47 1.48
H 3.27 5.62 -5.86
H 2.43 4.59 -3.80
H 1.40 1.05 -5.97
H 2.28 2.07 -8.04
H 1.95 0.82 -0.68
H 4.01 -0.16 0.26
H 6.14 1.04 -3.26
H 4.10 1.98 -4.19
H 2.51 3.42 -0.90
H 1.68 5.27 0.51
H -1.66 5.75 -2.11
H -0.84 3.89 -3.51
```

The orbital gap (alpha / beta) comes out at 2.112 / 2.131 eV. As for the charge: -1. The calculation puts the LUMO energy (alpha / beta) at -0.51 / -0.50 eV.

Atomic partial charges in e from the Mulliken method, atoms 1 to 6: number 1, Rb, carries 0.30; number 2, C, carries -1.23; number 3, C, carries 0.74; number 4, C, carries -1.49; number 5, C, carries -0.71; number 6, N, carries -0.06


Quick rundown of energy above the lowest of the compared OMol25 structures with the same formula, charge and spin, same order as above: 47.83 0.00 0.00 194.96 kJ/mol